DFT (the ωB97M-V functional and the def2-TZVPD basis) results for a structure of composition C3H5N3OS in a non-equilibrium geometry.

The geometry in XYZ format:
```
13
C3H5N3OS (the ωB97M-V functional and the def2-TZVPD basis)
C 1.969 -1.487 -2.221
C -1.163 -0.241 -1.720
C -0.549 1.179 1.575
H 2.670 -1.921 -1.536
H 2.004 -1.678 -3.292
H -2.086 0.082 -2.316
H 0.315 -0.696 0.375
H -1.269 2.303 1.268
N 0.974 -1.066 -1.571
N -0.228 -0.775 -2.341
N -0.438 0.100 0.568
O -1.260 0.371 -0.518
S 0.297 0.901 2.953
```

Highest occupied orbital energy (Eh): -0.3177
LUMO (eV): 0.14
DFT total energy (hartree): -754.799217

Atom-resolved charges from natural (NBO), all expressed in e:
1 C -0.05
2 C 0.40
3 C -0.14
4 H 0.19
5 H 0.18
6 H 0.19
7 H 0.47
8 H 0.26
9 N -0.32
10 N -0.39
11 N -0.37
12 O -0.36
13 S -0.06